(1)
{"formula": "C16H17ClO3S", "method": "wB97M-V/def2-TZVPD", "e_lumo_ha": -0.074, "charge": 0, "orbital_gap_ev": 3.72, "species": ["C", "O", "C", "C", "C", "C", "C", "C", "C", "C", "H", "H", "H", "H", "H", "H", "H", "H", "H", "H", "H", "Cl", "C", "S", "C", "C", "C", "C", "C", "C", "O", "O", "H", "H", "H", "H", "H", "H"], "xyz": [[0.979670, -2.400010, -3.312392], [1.403318, -1.087501, -2.866900], [0.641490, -0.044160, -2.913814], [1.200382, 1.271182, -2.826776], [0.354532, 2.370650, -3.105376], [0.819659, 3.671584, -2.959394], [2.139719, 3.917359, -2.555877], [2.573793, 5.330302, -2.322389], [3.007843, 2.828858, -2.362715], [2.566498, 1.520991, -2.506502], [1.863239, -3.022717, -3.181006], [0.146733, -2.778759, -2.706034], [0.696440, -2.370408, -4.370704], [-0.430874, -0.178507, -3.138125], [-0.649699, 2.151581, -3.470491], [0.159012, 4.521066, -3.158794], [3.614056, 5.366047, -2.002062], [2.461208, 5.935665, -3.227311], [1.955488, 5.800072, -1.549790], [4.046315, 3.036445, -2.096700], [3.246721, 0.674382, -2.417911], [-0.121421, -0.017374, -0.127097], [-0.885731, -0.541968, 1.236628], [-1.407474, -2.158462, 1.477423], [-1.909420, -2.329182, 3.231569], [-0.994351, -2.817421, 4.172202], [-1.406023, -3.036574, 5.496976], [-2.721483, -2.774272, 5.883597], [-3.629480, -2.286139, 4.941912], [-3.230950, -2.067985, 3.612665], [-2.624721, -2.425253, 0.741466], [-0.303684, -3.085535, 1.361519], [-1.258252, 0.221098, 1.908262], [0.028470, -3.051369, 3.873168], [-0.683467, -3.415995, 6.219429], [-3.034647, -2.937042, 6.919388], [-4.659012, -2.072491, 5.228166], [-3.953896, -1.718159, 2.873791]], "forces_ev_per_angstrom": [[-0.3, 0.0, 0.2], [0.4, 0.2, 0.1], [-0.7, 0.0, -0.5], [0.3, 0.1, 0.1], [0.2, 0.1, 0.1], [-0.3, -0.4, -0.2], [-0.2, -0.4, 0.1], [0.1, 0.1, 0.0], [-0.1, 0.1, -0.1], [-0.5, -0.2, -0.1], [-0.2, 0.0, 0.0], [0.2, 0.2, 0.0], [0.1, 0.2, 0.2], [0.6, 0.1, 0.0], [0.1, 0.3, 0.3], [0.2, -0.4, 0.1], [0.0, 0.1, 0.0], [0.0, -0.1, 0.1], [0.1, -0.1, -0.1], [-0.3, -0.2, -0.1], [-0.2, 0.3, 0.2], [1.4, 0.0, -1.4], [-0.9, -0.4, 2.2], [-0.1, 0.4, 1.0], [0.0, 0.5, 0.1], [-0.2, 0.0, 0.2], [0.1, 0.1, -0.4], [0.1, 0.1, -0.2], [0.2, 0.0, -0.4], [0.1, -0.1, 0.3], [-0.1, -0.4, -0.4], [0.2, -0.2, -0.7], [-0.3, -0.2, -0.2], [-0.3, 0.1, 0.0], [-0.2, 0.1, -0.2], [0.1, 0.0, -0.4], [0.2, -0.1, 0.0], [0.3, -0.1, 0.2]], "lowdin_charge": [0.011, -0.067, -0.145, -0.227, -0.010, -0.027, -0.255, -0.046, -0.022, 0.016, 0.102, 0.111, 0.102, 0.144, 0.124, 0.124, 0.077, 0.089, 0.092, 0.118, 0.124, 0.678, -0.835, 0.561, -0.262, -0.058, -0.084, -0.096, -0.086, -0.062, -0.364, -0.368, 0.013, 0.112, 0.101, 0.102, 0.100, 0.112]}

---

(2)
{"formula": "C16H17F3NO7S2", "method": "wB97M-V/def2-TZVPD", "e_lumo_ha": 0.093, "charge": -1, "orbital_gap_ev": 7.65, "species": ["C", "C", "O", "C", "C", "C", "C", "O", "O", "C", "C", "O", "H", "H", "H", "H", "H", "H", "H", "H", "H", "H", "H", "H", "H", "F", "C", "F", "F", "S", "N", "C", "O", "C", "C", "C", "C", "C", "C", "S", "O", "O", "H", "H", "H", "H"], "xyz": [[-6.136559, 0.315453, -2.480926], [-4.770399, 0.019587, -3.044729], [-3.864752, 1.182534, -2.933721], [-2.544680, 0.820224, -2.818734], [-1.893662, 1.241992, -1.434565], [-1.972835, 2.733452, -1.215473], [-0.318353, 1.103287, -1.577633], [0.322898, 2.126797, -1.302352], [0.313545, 0.005548, -1.999225], [1.651204, 0.333687, -2.505302], [2.348522, -0.918138, -2.953524], [-1.965288, 0.176614, -3.669947], [-6.810493, -0.485060, -2.793862], [-6.117877, 0.302844, -1.384447], [-6.535077, 1.270807, -2.832427], [-4.296110, -0.754515, -2.434591], [-4.790622, -0.321564, -4.094190], [-1.438172, 3.011435, -0.305529], [-1.427103, 3.215194, -2.043520], [-2.997472, 3.113690, -1.188440], [1.525450, 1.029208, -3.348853], [2.226306, 0.816272, -1.708977], [3.099691, -0.648748, -3.699942], [2.901941, -1.387731, -2.132938], [1.665333, -1.634384, -3.410693], [-2.780638, -2.246433, -1.031851], [-2.239380, -1.407203, -0.090481], [-2.633140, -1.878067, 1.134279], [-0.888180, -1.472540, -0.136974], [-2.916958, 0.298827, -0.280108], [1.511738, -0.377557, 1.940596], [1.181854, -0.423108, 3.276637], [0.051509, -0.387486, 3.772959], [2.488889, -0.563070, 4.009721], [3.545435, -0.452019, 3.132955], [4.857845, -0.635350, 3.541417], [5.110388, -0.971283, 4.882293], [4.048599, -1.119348, 5.787401], [2.728385, -0.905273, 5.350044], [3.021606, -0.114406, 1.456374], [3.522326, -1.170745, 0.602887], [3.321809, 1.255457, 1.094791], [5.647301, -0.509969, 2.814959], [6.131481, -1.153755, 5.222811], [4.245034, -1.415767, 6.823526], [1.868677, -1.019372, 6.010291]], "forces_ev_per_angstrom": [[0.0, 0.2, 0.2], [0.9, -0.1, -0.3], [-0.1, -0.4, 0.5], [0.7, -0.5, -0.6], [1.1, -0.9, -2.7], [-1.1, 1.1, 0.2], [2.1, 1.4, 1.4], [-0.8, -2.2, -0.9], [-0.8, 0.7, -0.3], [0.1, 0.1, 0.2], [0.4, -0.4, 0.1], [-0.9, 0.9, 1.1], [0.0, 0.1, 0.0], [0.1, 0.2, -0.2], [0.1, -0.1, 0.0], [-0.2, -0.1, -0.3], [0.0, 0.3, 0.4], [-0.3, -0.1, -0.1], [-0.5, -0.1, 0.4], [0.0, -0.2, 0.0], [-0.1, -0.1, 0.4], [-0.3, 0.0, -0.2], [-0.1, 0.0, 0.0], [-0.4, 0.0, 0.0], [0.0, 0.0, 0.0], [0.7, 0.5, 0.8], [1.0, -0.2, 0.5], [0.2, 0.6, -1.4], [-1.9, -0.1, -0.2], [0.3, -0.3, 1.4], [-1.7, 0.7, -1.4], [0.4, 0.3, -1.7], [1.2, -0.2, -0.3], [0.3, -0.5, 1.2], [2.1, 0.2, 0.3], [-0.3, 0.0, 0.7], [-0.2, -0.1, -0.1], [-0.3, 0.1, -0.4], [0.1, 0.1, -0.4], [-1.8, -0.9, 3.0], [-0.1, 0.4, -0.4], [-0.1, -0.4, -0.2], [0.2, -0.1, 0.1], [-0.2, 0.1, -0.1], [-0.1, 0.1, -0.4], [0.3, 0.0, -0.1]], "lowdin_charge": [-0.073, -0.225, -0.069, -0.467, -0.511, -0.090, -0.402, 0.058, 0.003, -0.188, -0.064, 0.143, 0.077, 0.074, 0.079, 0.085, 0.127, 0.103, 0.112, 0.089, 0.130, 0.118, 0.074, 0.070, 0.079, 0.057, -0.759, 0.067, 0.110, 1.132, -0.103, -0.520, 0.003, -0.138, -0.234, -0.054, -0.098, -0.098, -0.017, 0.589, -0.339, -0.332, 0.108, 0.091, 0.092, 0.110]}

---

Number 1: HOMO -0.2104 Eh. Number 2: HOMO -0.1879 Eh.